Molecular formula: C51H33ClCrN4O6S
Method: DFT, ωB97M-V with the def2-TZVPD basis set

Properties
Total charge: -1
Max |F|: 1.3 eV/A
Lowest unoccupied orbital energy (alpha / beta): 0.9 / 0.9 eV
Multiplicity: 4
Electronic energy: -123443.83608 eV

Each line ends with the Mulliken spin population.
Cartesian coordinates (Å):
1 Cr -0.57 -0.17 0.16  2.9730
2 C -0.81 -7.30 -0.16  0.0014
3 C -0.79 -6.97 1.19  0.0001
4 C -0.64 -5.65 1.59  0.0028
5 C -0.50 -4.65 0.64  0.0024
6 C -0.50 -4.98 -0.71  0.0020
7 C -0.67 -6.30 -1.10  0.0008
8 C -0.37 -3.22 0.96  0.0614
9 C -1.37 -2.50 1.62  0.0462
10 C -2.32 -3.02 2.55  -0.0228
11 C -2.79 -1.96 3.26  0.0311
12 C -2.24 -0.77 2.69  -0.0413
13 N -1.40 -1.14 1.68  -0.0215
14 C -2.54 0.58 2.95  0.1272
15 C -2.41 1.49 1.86  -0.0632
16 C -3.35 2.52 1.55  0.0156
17 C -3.02 2.99 0.31  -0.0250
18 C -1.83 2.33 -0.08  0.0299
19 C -0.94 2.75 -1.09  0.0079
20 C -1.48 3.60 -2.15  0.0191
21 C -0.97 4.84 -2.52  0.0002
22 C -1.54 5.56 -3.56  -0.0014
23 C -2.64 5.05 -4.24  0.0019
24 C -3.17 3.83 -3.86  0.0004
25 C -2.60 3.11 -2.83  0.0044
26 C 0.41 2.37 -0.99  -0.0322
27 N 0.78 1.24 -0.33  -0.1307
28 C 2.14 1.31 -0.13  0.0224
29 C 2.89 0.31 0.49  0.0268
30 C 4.22 0.64 1.05  -0.0096
31 C 5.41 0.69 0.34  -0.0083
32 C 6.59 1.03 0.97  0.0006
33 C 6.60 1.34 2.32  -0.0004
34 C 5.42 1.29 3.04  0.0005
35 C 4.24 0.93 2.41  -0.0103
36 C 2.35 -0.96 0.71  0.0440
37 C 3.06 -2.18 0.89  -0.0161
38 C 2.14 -3.19 0.81  0.0296
39 C 0.86 -2.58 0.69  -0.0125
40 N 1.01 -1.23 0.61  -0.1048
41 C 2.64 2.51 -0.72  -0.0247
42 C 1.58 3.13 -1.31  0.0380
43 N -1.50 1.41 0.88  0.0347
44 C -2.90 1.18 4.23  -0.0014
45 C -3.55 0.53 5.29  0.0227
46 C -3.74 1.15 6.51  -0.0126
47 C -3.32 2.45 6.72  0.0213
48 C -2.69 3.12 5.68  -0.0123
49 C -2.48 2.50 4.47  0.0168
50 H -0.94 -8.33 -0.46  0.0001
51 H -0.89 -7.75 1.93  0.0000
52 H -0.62 -5.41 2.64  0.0010
53 H -0.41 -4.19 -1.44  -0.0032
54 H -0.69 -6.54 -2.15  0.0000
55 H -2.58 -4.05 2.66  -0.0022
56 H -3.51 -2.01 4.05  0.0043
57 H -4.20 2.80 2.15  -0.0006
58 H -3.51 3.76 -0.25  -0.0013
59 H -0.14 5.27 -1.98  -0.0005
60 H -1.12 6.52 -3.84  0.0000
61 H -3.06 5.60 -5.07  0.0002
62 H -4.03 3.43 -4.39  0.0000
63 H -2.99 2.14 -2.56  0.0021
64 H 5.42 0.43 -0.71  0.0007
65 H 7.52 1.07 0.41  0.0001
66 H 7.52 1.63 2.81  -0.0001
67 H 5.42 1.53 4.10  0.0000
68 H 3.32 0.88 2.97  0.0002
69 H 4.12 -2.27 1.02  -0.0015
70 H 2.30 -4.25 0.90  0.0012
71 H 3.66 2.82 -0.72  -0.0027
72 H 1.59 4.05 -1.86  0.0012
73 H -3.93 -0.47 5.15  0.0023
74 H -4.23 0.61 7.31  -0.0005
75 H -3.47 2.93 7.67  0.0017
76 H -2.36 4.14 5.82  -0.0005
77 H -1.96 3.04 3.69  0.0045
78 O -4.22 -1.26 0.66  0.0003
79 Cl -3.60 -1.28 -0.62  0.0009
80 O -4.57 -1.27 -1.64  0.0002
81 O -2.75 -2.41 -0.74  0.0029
82 O -2.79 -0.09 -0.75  0.0198
83 O 3.72 0.54 -7.06  -0.0002
84 C 3.44 -0.69 -6.57  0.0000
85 O 3.87 -1.67 -7.13  -0.0009
86 C 2.58 -0.74 -5.37  -0.0057
87 C 2.37 0.35 -4.53  0.0015
88 C 1.51 0.25 -3.46  -0.0036
89 C 0.82 -0.93 -3.20  0.0306
90 S -0.47 -1.06 -2.04  -0.0788
91 C 1.08 -2.04 -4.02  -0.0081
92 C 1.94 -1.95 -5.08  0.0015
93 H 3.24 1.22 -6.56  0.0000
94 H 2.88 1.30 -4.68  0.0001
95 H 1.33 1.11 -2.84  -0.0013
96 H 0.55 -2.96 -3.82  0.0001
97 H 2.12 -2.79 -5.74  0.0002